[1]
This record from the Open Molecules 2025 dataset describes a cluster of 2 separate species, C4H4N2O2 in total at a distorted geometry. The level of theory is ωB97M-V with the def2-TZVPD basis set.

As for the SMILES: C=[N+]([O-])O.C#CC#N. For the energy above the lowest of the compared OMol25 structures with the same formula, charge and spin, the calculation gives 180.88 kcal per mole. The HOMO-LUMO gap is 9.405 eV.

Element x y z (Å)
C (-2.296, 0.303, 0.282)
C (-0.693, -1.725, 0.565)
C (-1.383, -0.741, 0.451)
C (0.286, 0.586, -1.007)
N (-2.922, 1.181, -0.023)
N (1.138, 0.656, -0.057)
O (1.774, -0.572, 0.417)
O (1.518, 1.745, 0.358)
H (2.644, -0.256, 0.726)
H (0.110, -2.367, 0.770)
H (-0.205, -0.403, -1.188)
H (0.029, 1.594, -1.293)

=====

[2]
This record from the Open Molecules 2025 dataset describes a cluster of 5 separate species, C6H19NO5 in total at a distorted geometry. The level of theory is ωB97M-V with the def2-TZVPD basis set.

As for the SMILES: CC(=O)N1CCCC1.O.O.O.O. For the energy above the lowest of the compared OMol25 structures with the same formula, charge and spin, the calculation gives 16.58 kcal per mole. The HOMO-LUMO gap is 9.764 eV.

Element x y z (Å)
C (0.874, 3.173, 0.808)
C (0.832, 1.821, 0.171)
N (0.367, 0.772, 0.884)
C (-0.384, 0.806, 2.137)
C (-0.119, -0.620, 2.684)
C (0.294, -1.508, 1.459)
C (0.275, -0.564, 0.260)
O (1.288, 1.645, -0.966)
H (0.206, 3.345, 1.650)
H (1.892, 3.329, 1.150)
H (0.684, 3.953, 0.076)
H (0.124, 1.489, 2.815)
H (-1.318, 1.331, 1.961)
H (0.780, -0.394, 3.256)
H (-0.856, -1.163, 3.259)
H (1.257, -1.970, 1.637)
H (-0.503, -2.237, 1.352)
H (1.040, -0.572, -0.491)
H (-0.681, -0.554, -0.264)
H (-1.978, -1.701, -1.543)
H (-2.500, -2.597, -2.615)
O (-1.952, -2.626, -1.823)
H (2.895, -2.001, -0.482)
H (2.984, -2.677, -1.770)
O (3.165, -2.856, -0.831)
H (-3.529, 0.926, 0.150)
H (-3.075, 1.251, -1.303)
O (-3.182, 0.542, -0.659)
H (-0.429, 0.726, -3.522)
H (-0.103, 0.813, -1.925)
O (-0.485, 0.311, -2.663)

=====

[3]
This record from the Open Molecules 2025 dataset describes an isolated molecule of C4H9N at a distorted geometry. The level of theory is ωB97M-V with the def2-TZVPD basis set.

As for the SMILES: C/C=C/NC. For the energy above the lowest of the compared OMol25 structures with the same formula, charge and spin, the calculation gives 42.97 kcal per mole. The HOMO-LUMO gap is 9.377 eV.

Element x y z (Å)
C (1.531, 0.152, 1.745)
C (0.170, -0.221, 1.140)
C (0.153, -0.451, -0.154)
N (-0.847, -0.797, -1.015)
C (-1.259, 0.206, -1.918)
H (1.543, -0.091, 2.853)
H (2.455, -0.128, 1.157)
H (1.493, 1.225, 2.006)
H (-0.639, -0.365, 1.824)
H (1.191, -0.233, -0.459)
H (-1.761, -1.139, -0.589)
H (-0.411, 0.632, -2.409)
H (-1.999, 0.077, -2.661)
H (-1.621, 1.133, -1.517)

=====

[4]
This record from the Open Molecules 2025 dataset describes a cluster of 2 separate species, C2H4Cl4O in total at a distorted geometry. The level of theory is ωB97M-V with the def2-TZVPD basis set.

As for the SMILES: ClCC(Cl)(Cl)Cl.O. For the energy above the lowest of the compared OMol25 structures with the same formula, charge and spin, the calculation gives 2.19 kcal per mole. The HOMO-LUMO gap is 11.241 eV.

Element x y z (Å)
Cl (0.000, 0.000, 0.000)
Cl (0.163, 3.536, 2.191)
Cl (2.163, 1.685, 1.128)
Cl (0.615, 3.336, -0.645)
C (-0.546, 1.366, 0.932)
C (0.547, 2.419, 0.867)
H (-1.462, 1.702, 0.407)
H (-0.839, 1.048, 1.951)
O (2.626, -1.252, 3.000)
H (2.782, -1.795, 2.194)
H (3.332, -1.530, 3.626)